Arrangement w

The following is a quantum chemistry calculation of a cluster of 2 separate species, C8H16N3 in total, from OMol25.

Atoms and positions in Å:
C -3.46218 0.23854 -0.81525
C -2.14096 0.75954 -0.80009
C -3.58272 -0.63399 0.23009
C -1.54736 0.15660 0.26411
C 2.95048 -0.16249 0.10022
C 1.01474 -1.74526 -0.12692
C 0.70189 0.46749 1.07164
C 1.43089 -0.28934 -0.01396
N -2.38911 -0.68198 0.89160
N 0.83227 1.87524 0.88481
N 1.00147 0.47858 -1.24080
H -4.21159 0.50316 -1.53109
H -1.75041 1.50191 -1.46571
H -4.41953 -1.22076 0.54885
H 3.26880 0.87558 0.04998
H 3.43616 -0.71848 -0.69726
H 3.28867 -0.57674 1.04514
H -0.06319 -1.83053 -0.23698
H 1.31025 -2.28378 0.76838
H 1.49971 -2.22179 -0.97520
H 0.61986 0.03485 2.05742
H -2.20642 -1.20091 1.73169
H 0.08886 2.38890 1.34786
H 1.71523 2.22886 1.25542
H 1.63855 0.40236 -2.03516
H 0.93717 1.45477 -0.81783
H 0.03848 0.19966 -1.49095

## Properties
Net charge: +1
LUMO, eV: -3.7
Spin multiplicity: 1

---

Arrangement x

The following is a quantum chemistry calculation of a cluster of 2 separate species, C8H16N3 in total, from OMol25.

Atoms and positions in Å:
C -0.81212 2.51043 -2.77809
C 0.18153 2.22351 -1.94346
C -1.12920 0.49041 -1.93891
C -1.69379 -0.87732 -1.84453
C 0.29143 -1.81750 1.84497
C 0.54502 0.66468 2.30213
C 1.16920 -0.52898 0.04679
C 0.22413 -0.39452 1.16545
N -1.67678 1.46184 -2.72328
N -0.05515 0.97175 -1.36090
N 2.27436 0.16358 0.09390
H -0.86170 3.45945 -3.37036
H -2.81277 -1.03096 -2.12343
H -1.06193 -1.39589 -2.51094
H -1.47627 -1.14934 -0.74286
H 1.23679 -2.12620 1.84897
H -0.05096 -1.75767 2.75751
H -0.21172 -2.45366 1.11996
H -0.30316 0.95301 2.81965
H 0.93795 1.48585 1.86467
H 1.22532 0.48432 3.05543
H 1.03281 2.77568 -1.75985
H -0.77505 -0.41815 0.87626
H -2.56960 1.65734 -3.11948
H 0.87358 -1.32597 -0.54162
H 3.05000 0.04084 -0.53778
H 2.49725 0.91475 0.71707

## Properties
Net charge: +1
LUMO, eV: -3.4
Spin multiplicity: 1

---

According to the calculations, the structures order from most to least stable as arrangement x, arrangement w.

---

Arrangement w

The following is a quantum chemistry calculation of a cluster of 2 separate species, C4H10O4 in total, from OMol25.

Atoms and positions in Å:
C -2.65249 0.27855 -1.92335
O -1.89673 -0.23733 -0.85889
C -0.65759 -0.86923 -1.19954
C 0.26833 -0.52419 -0.03383
C 1.69948 -1.05969 -0.09385
O 2.04426 -1.76614 -1.03864
O 2.52274 -0.58475 0.89023
H -2.70791 -0.30561 -2.85732
H -2.12992 1.22718 -2.13221
H -3.67872 0.50808 -1.59053
H -0.70736 -1.95713 -1.39822
H -0.26027 -0.37885 -2.10899
H -0.30741 -0.94857 0.81108
H 0.23777 0.57855 0.05827
H 2.08775 -0.03896 1.60079
O 1.97170 1.85106 3.60507
H 2.63759 1.58632 4.27941
H 1.52878 2.64070 3.99052

## Properties
Net charge: 0
LUMO, eV: 0.4
Spin multiplicity: 1
SMILES string: COCCC(=O)O.O

---

Arrangement x

The following is a quantum chemistry calculation of a cluster of 2 separate species, C4H10O4 in total, from OMol25.

Atoms and positions in Å:
C -0.43741 1.72776 1.49275
O -0.72085 0.49057 0.85421
C -0.71506 0.53732 -0.74424
C -1.69229 -0.47738 -1.23481
O -0.28399 1.49573 -1.32913
H -0.49045 2.58725 0.81351
H 0.56849 1.68582 1.92697
H -1.16276 1.88879 2.29606
H -2.13603 -1.06216 -0.42994
H -2.47861 0.03785 -1.79141
H -1.17903 -1.17624 -1.89924
O 0.96785 -2.20240 0.17322
C 1.43885 -1.02931 -0.43895
O 2.77080 -0.75286 -0.11304
H 0.57337 -1.94641 1.02127
H 1.38071 -1.15734 -1.51920
H 0.79648 -0.17943 0.11065
H 2.79991 -0.46757 0.81133

## Properties
Net charge: 0
LUMO, eV: 0.6
Spin multiplicity: 1
SMILES string: COC(C)=O.OCO

---

According to the calculations, the structures order from most to least stable as arrangement w, arrangement x.

---

Arrangement w

The following is a quantum chemistry calculation of an isolated molecule of C4H10OS2, from OMol25.

Atoms and positions in Å:
C 0.33386 -0.21855 -1.36353
C 0.31093 -0.33672 0.18947
C 1.30342 0.65628 0.79410
O 0.60324 -1.61800 0.66615
C -1.21308 0.06792 0.63498
S -1.62171 1.72335 0.12178
S -2.15977 -1.49520 0.20525
H -0.17386 -0.97781 -1.71270
H 1.41276 -0.37815 -1.69466
H -0.04582 0.70745 -1.71148
H 1.84496 1.10077 -0.12758
H 1.94592 0.15628 1.46224
H 0.95386 1.44192 1.49188
H 0.02884 -2.26562 0.27558
H -1.39794 -0.05332 1.78899
H -2.92700 1.73331 0.40715
H -2.58595 -1.87492 1.36478

## Properties
Net charge: 0
LUMO, eV: 0.6
Spin multiplicity: 1
SMILES string: CC(C)(O)C(S)S

---

Arrangement x

The following is a quantum chemistry calculation of a cluster of 2 separate species, C4H10OS2 in total, from OMol25.

Atoms and positions in Å:
C 2.29694 0.13129 -1.40237
C 1.77070 -1.00338 -1.04510
C 0.39544 -1.54253 -1.39483
H 3.27728 0.45870 -0.82503
H 1.81117 0.68274 -2.24961
H 2.34883 -1.48931 -0.34904
H 0.41829 -2.53107 -1.74676
H -0.00357 -1.05253 -2.19702
H -0.27139 -1.39789 -0.40403
C -2.67068 0.83230 2.09376
S -1.80430 -0.03749 0.75033
S -0.75898 1.52158 0.06096
O 0.65080 1.53703 0.89202
H -3.42299 1.55499 1.81271
H -2.06199 1.41085 2.63157
H -3.10797 0.16769 2.66744
H 1.13242 0.75704 0.70499

## Properties
Net charge: 0
LUMO, eV: 0.8
Spin multiplicity: 1
SMILES string: C=CC.CSSO

---

According to the calculations, the structures order from most to least stable as arrangement w, arrangement x.

---

Arrangement w

The following is a quantum chemistry calculation of a structure of composition CH2Cl2N2O2, from OMol25.

Atoms and positions in Å:
C -0.20013 0.28402 -0.01152
N 0.34797 1.49988 -0.21733
N 2.88381 0.00809 0.76376
O -0.09430 2.41919 0.50932
O 1.37030 1.69699 -1.02427
Cl 3.19811 1.40179 0.03801
Cl 3.39793 -1.38564 -0.04554
H -0.91761 0.08066 0.77820
H 0.19011 -0.41463 -0.72996

## Properties
Net charge: 0
LUMO (spin up / spin down), eV: -2.4 / -1.7
Spin multiplicity: 1

---

Arrangement x

The following is a quantum chemistry calculation of a structure of composition CH2Cl2N2O2, from OMol25.

Atoms and positions in Å:
C -1.29575 0.00838 0.10270
N 1.33878 -0.13959 1.40687
N -0.42112 -0.00287 -0.96824
O 0.33166 0.97173 -1.18079
O -0.55454 -0.92262 -1.81308
Cl 2.33622 -1.26173 0.80257
Cl 1.69287 1.33964 0.77471
H -1.47648 0.89139 0.71154
H -1.95165 -0.88432 0.16371

## Properties
Net charge: 0
LUMO (spin up / spin down), eV: -2.3 / -1.5
Spin multiplicity: 1

---

According to the calculations, the structures order from most to least stable as arrangement x, arrangement w.

---

Arrangement w

The following is a quantum chemistry calculation of an isolated molecule of C6H10O4, from OMol25.

Atoms and positions in Å:
C 1.05824 1.03222 -0.48265
C 0.29266 1.04463 1.10309
C -0.78974 2.01789 1.00979
C -1.85817 -0.88217 -1.46797
C 1.63959 -1.98524 0.56709
C 0.37012 -0.34866 -0.74872
O 0.75688 2.02166 -1.09424
O 0.73114 0.53444 2.11736
O -0.65290 -0.16932 -1.54288
O 0.46754 -1.47583 -0.08427
H 2.13510 1.16613 -0.07035
H -0.81450 2.71887 0.07813
H -1.80300 1.45086 0.98075
H -0.73198 2.62126 1.92248
H -2.15524 -1.20916 -0.51227
H -1.72079 -1.70484 -2.07854
H -2.64783 -0.35671 -1.90095
H 2.45140 -1.93506 -0.14330
H 1.43892 -3.01976 0.80838
H 1.83255 -1.52121 1.53907

## Properties
Net charge: 0
LUMO (spin up / spin down), eV: 0.3 / 0.3
Spin multiplicity: 1

---

Arrangement x

The following is a quantum chemistry calculation of an isolated molecule of C6H10O4, from OMol25.

Atoms and positions in Å:
O -0.67347 -0.49450 1.86480
C -0.10419 -1.01975 0.76933
C 1.09898 -0.10237 0.53215
O 1.89122 -0.49557 -0.52606
C 0.58696 1.27437 0.26236
O 1.57894 2.03784 -0.32134
C -0.79026 1.45389 -0.33094
C -1.59930 0.40382 -0.64713
C -1.10647 -1.07521 -0.35747
O -0.42656 -1.71746 -1.47519
H 0.06715 -0.24058 2.57388
H 0.27968 -1.99308 0.89792
H 1.81726 -0.05991 1.45699
H 1.36197 -0.75315 -1.33752
H 0.31149 1.68280 1.27728
H 2.25099 1.46784 -0.84827
H -1.10438 2.43045 -0.58640
H -2.70347 0.55160 -0.87166
H -1.92015 -1.78918 -0.00836
H -0.81638 -1.56186 -2.32436

## Properties
Net charge: 0
LUMO, eV: 0.7
Spin multiplicity: 1
SMILES string: O[C@@H]1[C@@H](O)[C@@H](O)C=C[C@H]1O

---

According to the calculations, the structures order from most to least stable as arrangement x, arrangement w.

---

Arrangement w

The following is a quantum chemistry calculation of an isolated molecule of C16H20N2O3, from OMol25.

Atoms and positions in Å:
C 2.73538 7.16107 -0.56958
C 2.96308 6.32543 -1.82405
C 2.44978 4.89107 -1.69128
C 3.22148 4.07446 -0.65516
C 2.89291 2.58381 -0.70223
C 1.44678 2.28165 -0.31645
C 1.20570 0.79371 -0.17083
O 2.10854 -0.03420 -0.23766
N -0.08497 0.48820 0.04548
C -0.77195 -0.72490 0.25061
C -0.27190 -2.00200 0.28297
O 1.00238 -2.33902 0.12024
C -1.19077 -3.09653 0.51276
C -0.74505 -4.42245 0.55773
C -1.63120 -5.45098 0.77717
C -2.98550 -5.18040 0.95713
C -3.44776 -3.88360 0.91703
C -2.55784 -2.83204 0.69529
N -2.99428 -1.53429 0.65164
C -2.18867 -0.45218 0.44022
O -2.64640 0.68672 0.41377
H 3.03784 8.19148 -0.74241
H 1.68269 7.15541 -0.29430
H 3.31312 6.77542 0.26626
H 2.44982 6.80186 -2.66290
H 4.02993 6.30671 -2.05836
H 2.53882 4.39826 -2.66279
H 1.39064 4.92115 -1.42786
H 4.29127 4.19682 -0.83913
H 3.01112 4.45397 0.34632
H 3.55046 2.04729 -0.01561
H 3.08363 2.19409 -1.70397
H 0.75694 2.67509 -1.06525
H 1.21084 2.75778 0.63970
H -0.76892 1.24715 0.08736
H 1.56690 -1.52033 -0.03430
H 0.30703 -4.61090 0.41607
H -1.27914 -6.47036 0.81053
H -3.67809 -5.99034 1.12913
H -4.49707 -3.66752 1.05591
H -3.97971 -1.34171 0.78305

## Properties
Net charge: 0
LUMO, eV: 0.4
Spin multiplicity: 1
SMILES string: CCCCCCC(=O)Nc1c(O)c2ccccc2[nH]c1=O

---

Arrangement x

The following is a quantum chemistry calculation of an isolated molecule of C16H20N2O3, from OMol25.

Atoms and positions in Å:
C -4.90189 -1.03393 0.20695
O -3.54893 -0.99464 0.64006
C -2.63584 -1.18181 -0.32049
O -2.87144 -1.60404 -1.41864
C -1.22363 -1.01101 0.26091
C -0.18056 -1.66158 -0.66362
C 1.18669 -1.57404 -0.07304
C 1.72294 -2.38298 0.88712
N 2.98243 -1.95782 1.21643
C 3.29066 -0.86065 0.46588
C 4.43825 -0.07802 0.43380
C 4.46116 0.98430 -0.44366
C 3.37395 1.26233 -1.27784
C 2.23442 0.49101 -1.25114
C 2.17648 -0.58392 -0.36356
N -0.94078 0.39349 0.47771
C -1.68973 1.37916 -0.04820
O -2.68456 1.15123 -0.70939
C -1.24245 2.79668 0.28936
C 0.12342 3.11662 -0.31559
C -1.24722 3.01054 1.80329
H -5.11141 -1.98003 -0.29638
H -5.08061 -0.21082 -0.48701
H -5.51235 -0.92661 1.09991
H -1.21536 -1.50979 1.24005
H -0.21389 -1.15816 -1.62986
H -0.46655 -2.70319 -0.81604
H 1.29553 -3.24564 1.36177
H 3.59433 -2.40520 1.87698
H 5.28186 -0.29929 1.07113
H 5.33741 1.61320 -0.49540
H 3.43742 2.10009 -1.95639
H 1.40279 0.70489 -1.90533
H -0.06174 0.60519 0.92316
H -1.98884 3.45834 -0.16159
H 0.90807 2.49574 0.11261
H 0.10830 2.95976 -1.39129
H 0.37413 4.15830 -0.12655
H -2.21182 2.73502 2.22322
H -0.47618 2.41584 2.28885
H -1.06002 4.05822 2.02883

## Properties
Net charge: 0
LUMO, eV: 0.6
Spin multiplicity: 1
SMILES string: COC(=O)[C@@H](Cc1c[nH]c2ccccc12)NC(=O)C(C)C

---

According to the calculations, the structures order from most to least stable as arrangement w, arrangement x.